Below is a cluster of 12 separate species, H26NO11 in total, with properties calculated with the ωB97M-V functional and the def2-TZVPD basis.

The geometry in ORCA input format:
```
! wB97M-V def2-TZVPD RIJCOSX def2/J DEFGRID3
* xyz 1 1
N 0.413 0.077 0.015
H -0.525 -0.259 -0.291
H 1.114 -0.390 -0.510
H 0.473 0.001 0.975
H 0.595 1.080 -0.253
O -2.161 2.539 0.642
H -1.341 2.920 0.916
H -2.686 3.287 1.012
O 0.061 -1.189 3.486
H 0.844 -1.189 4.109
H 0.002 -1.897 2.861
O 0.091 -1.376 -3.020
H -0.811 -1.479 -2.999
H 0.065 -0.632 -3.349
O 4.487 0.033 -0.583
H 3.868 -0.560 -0.229
H 4.806 -0.366 -1.473
O -2.634 -1.445 0.973
H -2.321 -2.292 0.873
H -3.041 -1.296 1.913
O 2.373 2.096 -0.827
H 3.022 2.575 -0.392
H 2.981 1.404 -1.058
O -3.941 -0.610 -1.170
H -3.162 -0.913 -0.668
H -3.581 0.214 -1.486
O -0.151 2.980 1.820
H 0.207 3.886 1.960
H -0.466 2.679 2.642
O -1.788 1.326 -1.857
H -2.246 1.941 -1.164
H -2.459 1.470 -2.738
O 2.451 -1.775 0.202
H 2.798 -2.753 0.199
H 2.734 -1.661 1.162
O -0.360 -2.707 -0.435
H -0.024 -2.493 -1.281
H 0.325 -3.234 0.025
*
```

E   -897.66578 Ha
Energy above the lowest of the compared OMol25 structures with the same formula, charge and spin   339.8 kJ/mol
LUMO level   -3.4 eV
Strongest force on any atom   0.2648 hartree/bohr
Molecular weight   216.204 g/mol

***

Below is a cluster of 2 separate species, C27H33FIN3O4S2 in total, with properties calculated with the ωB97M-V functional and the def2-TZVPD basis.

The geometry in ORCA input format:
```
! wB97M-V def2-TZVPD RIJCOSX def2/J DEFGRID3
* xyz 0 1
C 1.007 -1.348 2.361
C 1.631 -2.310 1.365
N 2.313 -1.595 0.267
C 1.373 -1.199 -0.780
C 1.759 0.158 -1.421
C 0.687 1.173 -1.155
C -0.489 1.130 -1.771
F -0.779 0.222 -2.694
C -1.532 2.140 -1.464
O -2.270 2.573 -2.304
C -1.539 2.569 -0.034
C -2.727 2.868 0.641
C -4.103 2.776 0.030
C -4.905 1.675 0.775
C -6.126 1.194 -0.035
S -7.666 1.655 0.829
C -8.699 0.229 0.550
S -8.273 -1.242 1.035
N -9.927 0.481 -0.094
C -10.152 0.886 -1.387
C -11.508 0.999 -1.484
N -12.116 0.684 -0.305
C -11.149 0.369 0.516
C -2.634 3.262 1.979
C -1.416 3.330 2.632
C -0.229 3.009 1.974
I 1.548 3.078 3.079
C -0.299 2.635 0.634
C 0.910 2.249 -0.166
O 1.988 2.752 -0.035
C 3.471 -2.269 -0.177
C 3.538 -2.934 -1.531
O 4.420 -2.348 0.558
H 0.220 -1.861 2.909
H 1.745 -0.991 3.070
H 0.524 -0.521 1.845
H 2.340 -2.949 1.881
H 0.856 -2.950 0.935
H 0.416 -1.045 -0.290
H 1.189 -1.959 -1.538
H 1.952 0.064 -2.485
H 2.651 0.510 -0.913
H -4.598 3.734 0.153
H -4.056 2.494 -1.010
H -5.254 2.083 1.717
H -4.229 0.840 0.929
H -6.136 1.570 -1.052
H -6.120 0.110 -0.060
H -9.404 1.050 -2.134
H -12.027 1.303 -2.375
H -11.244 0.070 1.543
H -3.513 3.514 2.554
H -1.364 3.620 3.671
H 3.870 -2.248 -2.303
H 2.565 -3.333 -1.810
H 4.208 -3.778 -1.445
C 7.247 -0.642 -0.182
C 7.624 -1.980 0.427
O 7.995 -2.962 -0.528
C 9.111 -2.653 -1.341
C 10.397 -2.416 -0.567
H 6.428 -0.767 -0.892
H 6.929 0.049 0.600
H 8.081 -0.180 -0.714
H 6.761 -2.386 0.947
H 8.416 -1.856 1.174
H 8.888 -1.796 -1.987
H 9.238 -3.514 -1.997
H 10.323 -1.557 0.100
H 11.221 -2.232 -1.258
H 10.641 -3.289 0.041
*
```

E   -2707.72200 Ha
Energy above the lowest of the compared OMol25 structures with the same formula, charge and spin   0.0 kJ/mol
LUMO level   -1.3 eV
Strongest force on any atom   0.0237 hartree/bohr
Molecular weight   673.614 g/mol

***

Below is a structure of composition C39H33ClFeO2P2S4Si, with properties calculated with the ωB97M-V functional and the def2-TZVPD basis.

The geometry in ORCA input format:
```
! wB97M-V def2-TZVPD RIJCOSX def2/J DEFGRID3
* xyz -1 2
Fe 0.836 0.908 -0.021
C 1.614 0.755 3.433
Si 0.674 -0.034 2.026
C 1.272 -1.825 1.981
C 1.423 -2.670 3.085
C 2.036 -3.906 2.964
C 2.528 -4.316 1.728
C 2.379 -3.500 0.621
C 1.745 -2.266 0.745
P 1.415 -1.144 -0.678
C 2.951 -1.121 -1.624
C 3.519 -2.171 -2.279
C 4.882 -2.132 -2.638
C 5.689 -1.035 -2.222
C 5.151 0.037 -1.591
C 3.689 0.146 -1.362
C 0.350 -2.266 -1.707
C -0.292 -3.380 -1.170
C -1.097 -4.193 -1.958
C -1.290 -3.895 -3.296
C -0.674 -2.776 -3.842
C 0.138 -1.974 -3.056
C -1.140 0.075 2.580
C -1.576 -0.262 3.871
C -2.894 -0.100 4.253
C -3.823 0.419 3.351
C -3.418 0.762 2.078
C -2.083 0.600 1.700
P -1.493 1.017 0.020
C -2.748 0.120 -0.972
C -3.702 0.723 -1.785
C -4.640 -0.049 -2.461
C -4.636 -1.429 -2.333
C -3.691 -2.039 -1.518
C -2.757 -1.268 -0.848
C -1.925 2.788 -0.187
C -1.940 3.358 -1.462
C -2.153 4.717 -1.628
C -2.325 5.534 -0.518
C -2.280 4.981 0.752
C -2.091 3.615 0.916
H 1.550 0.130 4.329
H 2.669 0.860 3.171
H 1.204 1.737 3.672
H 1.068 -2.353 4.059
H 2.148 -4.545 3.831
H 3.030 -5.271 1.633
H 2.761 -3.826 -0.338
H 2.941 -3.064 -2.488
H 5.327 -2.960 -3.172
H 6.753 -1.057 -2.425
H 5.764 0.879 -1.298
H 3.319 0.920 -2.053
H -0.157 -3.627 -0.125
H -1.577 -5.058 -1.517
H -1.914 -4.529 -3.914
H -0.822 -2.529 -4.886
H 0.624 -1.117 -3.504
H -0.869 -0.661 4.589
H -3.208 -0.372 5.253
H -4.855 0.557 3.648
H -4.135 1.172 1.374
H -3.739 1.798 -1.881
H -5.379 0.437 -3.085
H -5.370 -2.026 -2.858
H -3.677 -3.114 -1.405
H -2.032 -1.753 -0.205
H -1.752 2.746 -2.335
H -2.164 5.140 -2.624
H -2.467 6.600 -0.644
H -2.353 5.610 1.628
H -2.016 3.216 1.918
S 0.711 1.209 -2.352
S 1.344 2.868 -1.646
S 3.156 3.382 -2.045
S 3.178 0.775 0.296
Cl 2.570 5.781 1.600
C 2.508 3.983 1.711
C 1.077 3.470 1.883
O 0.387 3.912 2.796
O 0.715 2.576 1.049
H 3.085 3.710 2.593
H 2.977 3.587 0.817
*
```

E   -5945.41864 Ha
Energy above the lowest of the compared OMol25 structures with the same formula, charge and spin   60.3 kJ/mol
LUMO level (spin up / spin down)   1.9 / 1.9 eV
Strongest force on any atom   0.0329 hartree/bohr
Molecular weight   843.291 g/mol

***

Below is a cluster of 2 separate species, C3H10N2O2 in total, with properties calculated with the ωB97M-V functional and the def2-TZVPD basis.

The geometry in ORCA input format:
```
! wB97M-V def2-TZVPD RIJCOSX def2/J DEFGRID3
* xyz 0 1
N -0.274 1.103 -1.490
C -1.361 0.096 -1.257
C -1.391 -0.335 0.205
C -0.026 -0.972 0.644
N 0.297 -0.712 1.858
O 0.527 -1.831 -0.053
H -0.578 1.924 -0.955
H 0.614 0.804 -1.072
H -2.376 0.439 -1.537
H -1.106 -0.764 -1.905
H -1.770 0.469 0.865
H -2.049 -1.216 0.335
H -0.250 -0.006 2.356
H 1.204 -1.011 2.226
O 2.812 0.597 -0.466
H 2.773 -0.051 0.273
H 2.954 1.466 -0.026
*
```

E   -380.29914 Ha
Energy above the lowest of the compared OMol25 structures with the same formula, charge and spin   98.5 kJ/mol
LUMO level   0.4 eV
Strongest force on any atom   0.0953 hartree/bohr
Molecular weight   106.125 g/mol

***

Below is a cluster of 2 separate species, C27H53Cl2N3O5P in total, with properties calculated with the ωB97M-V functional and the def2-TZVPD basis.

The geometry in ORCA input format:
```
! wB97M-V def2-TZVPD RIJCOSX def2/J DEFGRID3
* xyz 1 1
C -2.170 2.019 2.845
C -1.191 1.908 2.185
C -0.024 1.674 1.329
C 0.420 0.180 1.485
O 1.745 0.149 1.961
C 1.909 0.312 3.371
C 2.826 -0.776 3.927
C 2.102 -1.999 4.476
C 0.193 -0.751 0.254
C -1.330 -1.004 0.177
C -1.914 -2.186 0.974
C -2.391 -1.841 2.406
C -1.737 -2.674 3.515
C -2.524 -2.505 4.827
C -2.054 -1.273 5.623
C 1.004 -2.003 0.571
O 0.908 -2.952 -0.486
C 0.884 -4.297 -0.049
C 0.704 -0.067 -1.059
O 0.148 -0.848 -2.105
C 0.859 -1.279 -3.230
C 0.721 -0.357 -4.471
C 1.977 -0.336 -5.347
O 0.297 0.944 -4.083
P 2.558 0.251 -1.000
N 2.942 0.873 -2.575
O 3.333 -1.189 -1.061
C 0.054 1.331 -1.258
N -0.228 2.227 -0.081
C -1.714 2.539 -0.249
C -2.272 3.747 -0.379
C 0.457 3.564 -0.192
C 2.007 3.520 -0.106
N 2.520 4.704 0.614
H -3.016 2.233 3.459
H 0.742 2.270 1.827
H -0.210 -0.248 2.268
H 2.440 1.259 3.524
H 0.968 0.395 3.923
H 3.577 -1.022 3.177
H 3.367 -0.298 4.749
H 2.853 -2.709 4.827
H 1.577 -2.509 3.668
H 1.460 -1.764 5.322
H -1.823 -0.125 0.608
H -1.702 -1.064 -0.841
H -2.831 -2.454 0.445
H -1.311 -3.088 0.954
H -3.464 -2.024 2.474
H -2.281 -0.773 2.600
H -0.736 -2.293 3.727
H -1.736 -3.725 3.229
H -3.585 -2.347 4.621
H -2.461 -3.386 5.465
H -0.963 -1.273 5.646
H -2.399 -0.368 5.119
H -2.445 -1.278 6.637
H 0.636 -2.480 1.486
H 2.054 -1.793 0.748
H 1.384 -4.896 -0.811
H 1.427 -4.456 0.885
H -0.140 -4.675 0.008
H 1.906 -1.553 -3.104
H 0.381 -2.211 -3.538
H -0.057 -0.776 -5.120
H 1.710 -0.288 -6.403
H 2.618 -1.197 -5.159
H 2.562 0.557 -5.140
H 0.036 1.455 -4.864
H 2.686 1.851 -2.655
H 3.958 0.849 -2.604
H 4.252 -1.074 -0.796
H 0.681 1.888 -1.951
H -0.857 1.165 -1.823
H -2.345 1.662 -0.331
H -2.037 4.551 0.313
H -2.974 3.968 -1.174
H 0.214 4.008 -1.151
H 0.145 4.198 0.631
H 2.341 2.665 0.478
H 2.471 3.571 -1.086
H 2.235 5.542 0.119
H 2.136 4.727 1.551
Cl -4.055 2.385 -4.909
C -3.805 1.119 -6.141
C -2.400 0.580 -6.112
Cl -1.207 1.793 -6.661
H -4.054 1.541 -7.111
H -4.508 0.317 -5.922
H -2.316 -0.273 -6.783
H -2.117 0.264 -5.111
*
```

E   -2862.33235 Ha
LUMO level   -2.8 eV
Strongest force on any atom   0.0526 hartree/bohr
Molecular weight   601.617 g/mol